Record 1
Below is a structure of composition C36H75AsF15O20V at a distorted geometry, with properties calculated with wB97M-V/def2-TZVPD.

```
148
Properties=species:S:1:pos:R:3:forces:R:3
O -5.290 -0.589 -2.383 0.4 0.0 0.5
V -4.025 -0.376 -1.438 -0.6 -0.9 -1.3
O -2.835 -1.070 -2.184 -0.1 0.5 0.1
As -1.243 0.855 0.665 3.2 0.6 -1.5
F -2.898 0.439 0.087 0.8 0.3 0.9
F -1.553 0.077 2.184 -0.1 0.2 -0.8
F 0.454 1.270 1.099 -1.9 -0.4 -0.4
F -0.967 1.661 -0.970 -0.6 -1.1 2.3
F -1.833 2.384 1.393 0.3 -1.5 -1.1
F -0.628 -0.756 -0.044 -1.1 2.3 1.1
C 3.136 6.601 -0.435 -0.9 1.2 -0.8
O 3.096 6.008 -1.726 0.0 -0.9 0.6
C 2.649 4.653 -1.712 -1.1 -0.5 0.3
C 1.184 4.430 -1.126 1.3 2.1 -1.9
O 0.395 5.284 -2.019 0.2 -0.9 0.5
C -0.992 5.121 -1.827 0.3 0.0 0.4
H 2.200 7.138 -0.281 -0.7 -0.6 0.4
H 3.747 7.503 -0.477 1.0 -0.6 0.0
H 3.342 5.920 0.391 0.3 0.0 -0.1
H 3.342 4.001 -1.180 0.2 0.1 0.3
H 2.670 4.307 -2.746 -0.2 0.2 0.0
H 1.181 4.824 -0.110 -0.4 0.1 0.2
H 0.828 3.400 -1.109 0.2 -0.1 -0.3
H -1.204 5.380 -0.789 -0.5 0.0 0.2
H -1.302 4.092 -2.010 -0.1 -0.3 0.1
H -1.557 5.766 -2.500 0.3 0.2 0.0
C 2.164 -1.473 -4.587 0.3 0.5 -0.9
O 0.786 -1.263 -4.902 1.0 -0.4 1.0
C 0.167 -0.430 -3.955 -1.0 0.8 -0.4
C 0.628 1.054 -3.954 -0.5 -1.3 -1.4
O 0.592 1.545 -5.312 0.1 0.0 1.3
C 0.990 2.922 -5.380 0.3 -1.6 -0.7
H 2.410 -1.869 -3.601 -0.5 -0.2 0.2
H 2.710 -0.534 -4.682 0.1 0.2 0.0
H 2.590 -2.117 -5.357 -0.2 -0.2 0.1
H 0.159 -0.796 -2.928 0.7 -0.3 0.3
H -0.889 -0.526 -4.209 -0.2 0.5 -0.2
H 1.645 1.083 -3.565 0.1 0.4 0.1
H -0.069 1.599 -3.318 0.1 0.2 0.2
H 0.166 3.543 -5.029 0.4 0.4 0.0
H 1.272 3.033 -6.427 -0.6 0.6 -0.1
H 1.946 3.048 -4.872 -0.2 0.3 0.6
C 0.335 -6.421 -4.082 0.5 -0.2 -0.3
O 1.567 -6.050 -3.503 0.3 1.0 1.0
C 1.686 -4.623 -3.267 -0.8 -1.0 -0.7
C 0.719 -4.049 -2.232 1.0 -0.1 -0.6
O 0.927 -4.688 -0.985 -0.9 -0.2 0.6
C 0.130 -4.224 0.102 0.5 1.6 0.1
H 0.328 -6.092 -5.121 -0.2 0.0 -0.3
H -0.573 -6.050 -3.606 0.1 0.2 0.4
H 0.307 -7.510 -4.039 0.0 0.0 -0.1
H 1.493 -4.155 -4.232 -0.4 0.4 -0.1
H 2.707 -4.307 -3.053 0.1 -0.8 0.4
H -0.303 -4.080 -2.609 -0.3 -0.2 0.3
H 1.058 -3.013 -2.248 -0.4 0.5 0.6
H 0.486 -4.529 1.086 0.2 -1.0 -0.4
H -0.956 -4.309 0.068 -0.1 -0.9 -0.6
H 0.231 -3.145 0.223 0.3 0.6 -0.4
C -6.042 0.607 1.164 0.4 0.0 -0.8
O -5.325 0.940 -0.068 -0.4 -0.1 0.5
C -5.118 2.324 -0.323 -0.3 0.8 0.3
C -4.848 2.564 -1.817 -0.4 -0.6 2.2
O -3.787 1.713 -2.211 0.3 -0.5 0.1
C -3.520 1.857 -3.606 0.7 -0.9 -0.7
H -5.833 -0.440 1.385 0.1 0.1 -0.1
H -7.110 0.723 0.982 0.0 0.2 0.1
H -5.708 1.209 2.009 0.1 0.2 -0.1
H -4.398 2.770 0.362 0.7 -0.4 -0.2
H -6.005 2.910 -0.082 -0.5 -0.2 -0.1
H -4.580 3.616 -1.910 0.0 0.0 -0.5
H -5.798 2.283 -2.272 0.2 0.1 -0.8
H -4.380 1.481 -4.159 -0.3 0.7 -0.2
H -2.721 1.196 -3.942 0.2 -0.3 0.7
H -3.123 2.848 -3.831 -0.7 0.3 0.0
C -5.418 -3.889 -3.402 -0.7 2.1 0.3
O -4.603 -3.912 -2.248 -0.5 -1.0 1.1
C -5.367 -4.179 -1.044 1.1 0.8 0.0
C -5.569 -2.871 -0.206 0.1 -0.9 -0.8
O -4.361 -2.090 -0.054 -0.3 0.4 -0.6
C -3.423 -2.635 0.896 0.1 0.2 0.2
H -4.883 -3.442 -4.240 0.6 -1.0 -0.1
H -6.099 -3.050 -3.262 -0.8 0.0 0.2
H -6.013 -4.784 -3.585 0.5 -0.2 -0.2
H -4.845 -4.937 -0.460 0.4 0.1 0.0
H -6.339 -4.635 -1.235 -0.2 0.3 -0.3
H -5.937 -3.112 0.791 -0.1 -0.1 0.1
H -6.317 -2.283 -0.739 0.3 0.4 0.2
H -3.799 -2.464 1.905 -0.1 0.0 0.1
H -2.467 -2.119 0.803 -0.2 0.0 -0.3
H -3.268 -3.706 0.764 -0.1 0.1 -0.3
C 7.281 -2.461 0.358 -0.3 -0.4 -0.2
O 6.094 -2.543 -0.406 -1.4 0.8 0.3
C 4.899 -2.791 0.428 1.4 -0.6 -0.8
C 3.665 -3.079 -0.465 1.4 0.3 1.0
O 3.451 -2.025 -1.353 -1.1 1.6 -0.9
C 2.998 -0.742 -0.845 0.6 -0.7 -0.2
H 7.489 -3.485 0.670 0.4 0.0 0.6
H 7.228 -1.749 1.181 -0.3 -0.2 0.4
H 8.124 -2.112 -0.238 -0.3 -0.1 -0.5
H 4.695 -1.995 1.144 0.1 0.6 -0.3
H 5.213 -3.610 1.075 -0.6 -0.6 0.0
H 2.825 -3.272 0.203 -0.3 0.0 0.1
H 3.800 -3.957 -1.097 0.2 0.0 0.2
H 3.803 -0.295 -0.262 -0.2 0.0 0.5
H 2.034 -0.783 -0.337 0.1 -0.3 0.4
H 2.817 -0.027 -1.647 0.2 -0.5 -0.6
C 3.268 2.856 1.455 0.7 -0.4 0.5
C 3.554 2.707 2.956 -2.1 -0.6 -0.1
O 4.886 2.527 3.334 3.2 0.1 0.6
C 5.580 1.394 3.099 -3.6 -0.9 -1.9
O 5.083 0.467 2.477 1.3 1.0 0.9
C 6.975 1.289 3.707 -0.7 1.0 0.7
F 7.287 2.441 4.319 0.2 -0.4 0.2
F 6.893 0.297 4.628 0.8 0.6 -0.8
F 7.897 1.079 2.774 -0.1 -0.6 0.4
H 3.961 3.588 1.041 -0.1 0.1 -0.1
H 2.237 3.160 1.271 0.1 0.0 0.2
H 3.437 1.906 0.949 0.0 0.0 0.0
H 2.988 1.895 3.412 -0.1 -0.5 -0.4
H 3.175 3.557 3.524 0.5 0.4 -0.2
C 0.305 -1.993 3.148 2.1 0.9 -0.2
C 1.659 -1.228 2.689 -2.0 -0.5 -0.5
O 2.704 -1.223 3.654 0.9 -1.4 1.4
C 3.362 -2.381 3.941 -0.8 -0.4 -2.4
O 3.241 -3.449 3.368 -0.1 1.7 0.9
C 4.422 -2.215 5.036 0.2 0.2 -0.8
F 4.258 -3.156 5.927 -0.3 -0.7 1.1
F 5.672 -2.428 4.520 -1.0 1.1 0.4
F 4.261 -1.019 5.626 1.0 -0.3 -0.1
H 0.603 -2.971 3.525 -0.3 0.0 0.0
H -0.384 -2.083 2.309 0.3 -0.1 -0.1
H -0.196 -1.398 3.912 0.1 -0.1 0.1
H 1.444 -0.174 2.514 0.0 -0.1 0.2
H 2.037 -1.606 1.739 0.0 -0.4 0.2
C -3.162 4.189 3.975 -0.7 0.2 0.5
C -2.840 4.078 5.469 -0.8 1.4 -0.6
O -3.019 2.731 5.819 1.2 -1.6 0.5
C -4.170 2.135 6.093 0.2 2.1 -0.3
O -5.237 2.672 6.241 0.6 -0.7 -0.1
C -3.945 0.625 6.181 -1.0 1.0 2.2
F -4.731 0.059 5.328 -1.3 -1.3 -1.7
F -2.738 0.186 6.022 1.4 -0.2 -0.2
F -4.368 0.282 7.422 0.2 -0.3 0.1
H -2.570 3.470 3.409 0.3 0.4 0.0
H -3.101 5.221 3.630 0.5 -0.1 -0.1
H -4.201 3.913 3.795 -0.2 -0.1 0.2
H -3.417 4.704 6.149 -0.6 0.1 -0.4
H -1.828 4.433 5.659 0.3 -0.9 0.0
```
Forces are in eV/Å.

Results
F_max, eV/A: 4.16
HOMO level, eV: -9.1

Record 2
Below is a cluster of 10 separate species, C36H76N4O10 in total at a distorted geometry, with properties calculated with wB97M-V/def2-TZVPD.

```
126
Properties=species:S:1:pos:R:3:forces:R:3
C -3.368 1.716 0.939 0.4 -2.1 -2.9
O -3.881 1.236 -0.126 1.0 2.8 4.8
N -3.793 2.718 1.850 -0.6 0.8 -1.1
C -2.959 3.097 2.932 0.8 -0.5 1.5
C -4.871 3.618 1.566 -0.9 -0.9 -0.4
H -2.367 1.433 1.299 -0.2 -0.5 -0.4
H -2.187 2.382 3.217 0.1 0.0 -0.7
H -3.563 3.177 3.836 -0.5 0.1 0.1
H -2.504 4.082 2.830 0.0 0.2 -0.6
H -5.682 3.456 2.276 -0.1 -0.3 0.4
H -4.589 4.655 1.748 0.2 0.0 -0.6
H -5.284 3.307 0.607 0.1 0.8 -0.2
C 1.693 -2.039 5.972 0.7 0.4 -1.2
O 2.210 -0.940 5.945 -0.3 0.4 0.2
N 1.360 -2.737 4.847 -0.4 0.8 0.6
C 1.516 -2.157 3.463 -0.5 0.1 1.2
C 0.942 -4.110 5.039 0.5 -0.3 -2.0
H 1.536 -2.581 6.917 -0.2 -0.1 -0.1
H 2.479 -2.368 2.999 0.1 -0.1 0.3
H 1.355 -1.080 3.496 0.4 -0.1 0.4
H 0.724 -2.450 2.774 -0.1 -0.7 0.3
H -0.076 -4.277 4.687 -0.2 0.0 0.3
H 1.587 -4.603 4.311 -0.1 -1.0 0.2
H 1.104 -4.554 6.021 0.0 0.5 0.0
C 1.264 2.712 3.368 1.1 1.2 -1.0
O 1.691 3.672 2.747 -0.1 -0.4 -0.3
N 0.464 2.799 4.412 -2.5 0.4 2.2
C 0.178 1.580 5.108 0.5 -1.0 0.6
C 0.006 3.986 5.200 0.5 -0.1 -1.8
H 1.502 1.653 3.185 0.2 0.1 -0.5
H -0.813 1.558 5.563 -0.1 0.3 -0.1
H 0.939 1.441 5.876 -0.2 -0.2 0.4
H 0.282 0.706 4.465 -0.1 0.1 -0.2
H 0.063 4.880 4.579 0.5 0.0 0.1
H -1.061 3.892 5.403 0.1 -0.4 0.4
H 0.604 4.094 6.105 -0.2 0.0 0.0
C -0.656 -0.639 0.682 1.4 1.8 2.2
O 0.126 -0.149 1.550 -1.7 -1.4 -1.4
N -0.557 -0.375 -0.606 -0.1 0.2 -2.7
C -1.668 -0.759 -1.568 1.1 0.5 0.7
C 0.703 0.221 -1.151 0.0 -0.2 0.2
H -1.548 -1.223 0.957 0.1 -0.1 0.0
H -1.467 -1.693 -2.091 0.0 -0.1 0.2
H -1.760 0.018 -2.327 0.2 0.1 0.1
H -2.613 -0.764 -1.025 0.2 -0.3 0.0
H 0.615 0.707 -2.122 -0.8 -0.1 0.0
H 1.140 0.967 -0.487 -0.4 -0.3 0.3
H 1.462 -0.543 -1.322 -0.1 -0.3 0.3
C -0.727 3.307 -0.767 2.9 0.2 3.5
C -1.196 3.384 -2.126 -0.7 -0.6 -1.4
C -0.644 4.736 -2.525 -0.6 -0.5 0.1
O -0.843 5.510 -1.378 -1.1 2.0 1.7
C -0.571 4.759 -0.187 -0.2 -1.0 -1.4
H 0.353 3.159 -0.778 0.1 -1.3 -0.3
H -1.143 2.578 -0.071 -0.1 0.0 -0.1
H -2.284 3.332 -2.164 -0.2 0.4 -0.3
H -0.824 2.546 -2.716 0.1 0.1 -0.2
H -1.263 5.117 -3.338 0.6 0.5 -0.1
H 0.434 4.727 -2.685 0.0 -0.3 -0.8
H -1.147 4.885 0.729 -1.0 0.9 -0.5
H 0.438 4.992 0.153 0.2 -0.3 -0.1
C 3.963 1.225 -0.413 -0.5 1.3 0.3
C 5.329 0.984 -0.927 2.3 -1.6 -0.7
C 5.195 0.838 -2.430 -1.3 1.3 0.5
O 4.121 1.753 -2.657 -0.3 0.2 -1.7
C 3.593 2.300 -1.433 -0.1 -1.1 -1.9
H 3.959 1.696 0.570 -0.1 -0.5 0.3
H 3.346 0.329 -0.473 -0.2 0.2 0.1
H 5.839 0.045 -0.715 0.1 0.2 1.3
H 5.927 1.872 -0.723 0.4 -0.3 0.2
H 4.868 -0.154 -2.743 0.0 -0.2 0.0
H 6.085 1.113 -2.995 0.0 0.1 0.0
H 2.549 2.419 -1.721 -0.2 0.3 0.7
H 4.083 3.268 -1.329 -0.2 0.1 0.8
C 2.591 -4.946 0.171 -0.6 0.4 3.1
C 1.854 -3.741 -0.269 0.2 1.3 -2.8
C 1.740 -4.103 -1.781 -1.8 -0.6 -0.6
O 2.559 -5.229 -2.084 -0.2 0.4 0.3
C 3.358 -5.462 -0.944 1.4 -1.0 -1.3
H 1.814 -5.672 0.412 0.1 -0.2 0.4
H 3.133 -4.653 1.071 0.4 -0.7 0.1
H 2.384 -2.793 -0.356 0.5 0.0 1.1
H 0.930 -3.566 0.283 -0.1 -0.1 -0.4
H 1.981 -3.337 -2.519 0.0 0.5 0.3
H 0.715 -4.430 -1.954 -0.2 0.1 -0.4
H 4.337 -5.003 -1.079 0.2 0.2 0.1
H 3.514 -6.539 -0.872 0.1 0.0 0.0
C -2.853 -3.251 -4.758 0.9 0.6 -0.4
C -3.300 -2.157 -5.718 -0.4 0.3 1.4
C -2.493 -2.437 -6.969 -1.1 -0.1 0.3
O -1.406 -3.221 -6.525 1.6 -0.6 0.8
C -1.390 -3.389 -5.074 -0.9 0.0 -0.6
H -3.219 -4.191 -5.170 -0.9 -0.1 0.8
H -2.992 -3.020 -3.702 -0.6 -0.4 0.0
H -2.979 -1.160 -5.414 -0.1 0.1 0.6
H -4.386 -2.187 -5.627 -0.1 0.3 -1.2
H -2.180 -1.475 -7.376 0.3 -0.2 -0.3
H -3.073 -2.983 -7.713 0.2 -0.1 -0.2
H -0.773 -2.682 -4.518 0.3 0.3 -0.4
H -1.142 -4.398 -4.745 0.8 -0.1 -0.7
C 0.259 0.237 -5.170 -0.5 0.1 -1.3
C 1.440 -0.670 -4.886 0.4 -0.8 -0.3
C 2.549 -0.160 -5.848 -1.0 0.1 1.8
O 2.140 1.161 -6.050 2.3 0.8 -2.0
C 0.909 1.542 -5.537 1.2 0.1 0.6
H -0.500 0.375 -4.399 -0.1 -0.4 0.0
H -0.152 -0.019 -6.146 -0.7 -0.8 0.3
H 1.309 -1.726 -5.124 -0.5 -0.1 0.4
H 1.732 -0.553 -3.842 0.3 -0.1 0.0
H 2.676 -0.711 -6.779 -0.4 0.0 -0.1
H 3.496 -0.203 -5.310 0.2 0.2 -0.1
H 0.465 2.116 -6.351 -0.6 0.2 0.5
H 1.175 2.137 -4.663 -0.6 0.6 0.3
C -2.961 -0.290 3.834 0.6 -0.4 0.9
C -2.041 -1.248 4.575 0.1 -1.0 -0.6
C -2.104 -0.862 6.106 0.2 0.5 -2.7
O -3.169 0.110 6.101 -0.1 1.3 0.9
C -3.967 0.033 4.927 1.3 -1.6 -0.8
H -3.355 -0.769 2.938 -0.1 0.3 -0.1
H -2.334 0.575 3.618 -0.3 0.2 -0.3
H -1.111 -1.221 4.007 0.6 -0.1 0.8
H -2.446 -2.236 4.352 0.0 -0.3 0.6
H -1.175 -0.367 6.390 -0.2 0.1 0.2
H -2.245 -1.720 6.764 -0.5 0.1 0.0
H -4.461 0.914 4.518 -0.6 0.4 1.5
H -4.566 -0.861 5.100 -1.0 0.4 -0.5
```
Forces are in eV/Å.

Results
F_max, eV/A: 5.63
<S²>: 0.7810
Net charge: +1
2S+1: 2
HOMO level (spin up / spin down), eV: -10.9 / -10.9

> Which of these has the highest F_max?

C36H76N4O10

> F_max of number 2 (C36H76N4O10)?

5.63 eV/A

> The highest F_max belongs to which entry?

C36H76N4O10

> Among the records above, which one has the highest F_max?

C36H76N4O10